Entry 1:
C40H62BIN3O14P | ωB97M-V with the def2-TZVPD basis set

Its SMILES is [H]/N=C/Cc1nc2cc(I)c(OB(O)O)c(Cc3ccc(C)cc3)c2nc1CCP(=O)(OCC)OCC.CCOC(C)=O.CCOC(C)=O.CCOC(C)=O.CCOC(C)=O. The gap between HOMO and LUMO comes out at 6.404 eV. The value obtained for the energy is -93666.331 eV. As for the HOMO energy: -7.3 eV. Its net charge is 0. The max |F| comes out at 7.9 eV/A.

Each line ends with the Mulliken charge.
Cartesian coordinates (Å):
I1 2.2000 0.6339 -8.0642  0.063
P1 -1.9808 -1.3201 1.3086  0.938
O1 9.3509 2.2974 -3.6513  -0.353
O2 0.0537 3.4592 2.7555  -0.534
O3 -2.6369 -1.5030 2.9145  -0.517
O4 -6.9469 -0.8165 1.1671  -0.220
O5 -0.9398 -2.6368 0.8275  -0.369
O6 3.3453 0.9832 -3.1729  -0.450
O7 7.1217 2.5157 -3.6455  -0.602
O8 5.4509 -2.8218 4.0593  -0.346
O9 3.2217 -2.6034 4.0652  -0.528
O10 -5.9630 0.8731 2.2596  -0.510
O11 4.6279 2.1578 -5.0189  -0.395
O12 -0.0936 2.9619 4.9344  -0.279
O13 -1.0654 0.0006 1.2833  -0.469
O14 2.0265 2.4349 -4.9390  -0.541
N1 -1.9789 -2.3968 -5.0078  -0.599
N2 -6.1397 -4.1026 -5.3134  -0.616
N3 -1.6902 -0.5340 -2.2503  0.250
C1 10.9862 1.0942 -4.9954  -0.931
C2 -2.8001 -2.6298 -3.7689  -0.221
C3 -1.1359 2.6280 -1.7605  0.269
C4 -1.0393 -1.2323 -4.8978  0.250
C5 0.4817 2.6198 6.2078  -0.412
C6 -8.2964 0.6384 2.6226  -1.307
C7 -3.5555 -2.1054 -1.1193  -0.876
C8 -3.4233 -0.9924 0.0857  -0.014
C9 4.0358 -4.7985 3.6765  -0.973
C10 -2.6095 -1.7085 -2.4406  0.460
C11 -2.5296 2.5950 -2.6520  -0.324
C12 -9.0309 -1.1323 -0.0518  -1.039
C13 1.0555 1.3059 -4.9112  0.360
C14 0.3017 2.0055 -2.3024  -0.424
C15 -0.9466 -0.3398 -3.5416  -0.035
C16 -8.0406 -1.7215 0.9340  -0.455
C17 -0.0974 -0.8905 -6.2200  -0.404
C18 0.9761 0.3569 -6.2460  -0.626
C19 -1.2355 3.2830 -0.2496  -0.320
C20 2.0861 3.5813 3.9746  -1.177
C21 -2.3948 0.7982 4.1563  -0.695
C22 7.0862 -4.0249 2.7152  -0.939
C23 -0.1868 -3.1928 1.9638  -0.350
C24 4.2058 -3.3364 3.9714  0.676
C25 1.1299 -2.3220 2.4144  -0.463
C26 -6.9829 0.2262 2.0240  0.802
C27 6.6574 -3.6037 4.1076  -0.415
C28 -2.6949 3.8497 0.2784  -0.538
C29 -3.9952 3.1689 -2.1148  -0.653
C30 -5.4673 4.3700 0.1124  -0.778
C31 0.6165 3.3066 3.8391  0.776
C32 8.1058 1.7828 -3.7392  0.816
C33 -4.0948 3.7945 -0.6012  0.658
C34 -3.8998 -3.8829 -3.8611  -0.287
C35 -3.3602 -0.3022 3.3614  0.023
C36 0.8244 3.8665 7.0002  -1.071
C37 7.9358 0.3207 -4.0342  -1.017
C38 10.5574 1.5154 -3.6031  -0.418
C39 -4.9145 -3.5173 -5.1077  -0.072
C40 0.1077 0.9587 -3.5849  0.469
B1 3.2967 1.8564 -4.3922  0.454
H1 3.8307 -4.9250 2.6102  0.250
H2 7.2249 -3.1446 2.0757  0.295
H3 -8.1253 0.9382 3.6610  0.315
H4 0.2120 -4.2586 1.6158  0.226
H5 2.5953 3.1889 3.0890  0.304
H6 1.5631 4.4863 6.4861  0.279
H7 8.0258 -4.5829 2.7545  0.345
H8 -3.9956 0.2290 2.5293  -0.008
H9 -3.1237 1.3842 4.8834  0.374
H10 8.7922 -0.2888 -3.7541  0.372
H11 1.2221 3.6001 7.9833  0.378
H12 11.1249 1.9745 -5.6349  0.299
H13 -9.8376 -1.8415 -0.2569  0.380
H14 6.5455 -4.4506 4.7911  0.361
H15 -3.3377 0.1242 -0.2962  0.187
H16 5.3278 1.8211 -4.3551  0.366
H17 -4.6777 -2.0651 -1.4961  0.413
H18 1.2786 -2.3388 3.5927  0.231
H19 -2.5477 2.1402 -3.7549  0.260
H20 -3.3773 -3.2169 -0.7605  0.328
H21 -9.4736 -0.2050 0.3198  0.285
H22 -6.5194 -3.6398 -6.1929  0.276
H23 1.3369 1.9493 6.0811  0.383
H24 -5.9885 3.4251 0.6182  0.039
H25 4.8922 -5.4079 3.9566  0.380
H26 2.5487 3.0969 4.8318  0.398
H27 0.9522 2.9557 -2.6136  0.360
H28 -0.0681 4.4892 7.1373  0.319
H29 -4.4332 -4.1075 -2.8457  0.233
H30 7.7307 0.1941 -5.1005  0.260
H31 10.2340 0.4686 -5.4821  0.275
H32 -1.9300 1.5514 3.3819  0.022
H33 11.9258 0.5362 -4.9561  0.343
H34 7.0888 -0.0543 -3.4515  0.300
H35 -5.1951 5.0936 0.9970  0.286
H36 -0.2357 3.2998 0.3900  0.183
H37 -1.5984 0.2776 4.8482  0.192
H38 -4.4274 -1.0242 0.7267  -0.048
H39 -0.2802 2.0489 6.7497  0.333
H40 1.1319 -1.2063 2.0527  0.206
H41 -4.5594 -2.7221 -5.9066  0.279
H42 2.2421 4.6614 4.0374  0.284
H43 -3.2632 -4.8233 -4.2292  0.331
H44 6.3340 -4.6505 2.2286  0.274
H45 -0.8234 -3.3868 2.9297  0.254
H46 -6.2510 4.8049 -0.6471  0.306
H47 -9.0369 -0.1579 2.6533  0.411
H48 11.3292 2.1612 -3.1704  0.292
H49 7.4292 -2.9579 4.5402  0.291
H50 0.8626 1.4098 -1.4345  0.318
H51 -8.6946 1.4857 2.0583  0.276
H52 -8.5294 -0.8856 -0.9956  0.309
H53 -8.5076 -2.0191 1.8776  0.352
H54 2.1264 -2.8054 1.9746  0.130
H55 -2.7223 4.3026 1.3702  0.173
H56 -0.1871 -1.5633 -7.1847  0.244
H57 -4.9834 3.1106 -2.7586  0.229
H58 10.4455 0.6686 -2.9195  0.362
H59 3.2594 1.5512 -2.3430  0.307
H60 3.1888 -5.1735 4.2591  0.318
H61 -4.1430 -0.6675 4.1816  0.225
H62 -7.6056 -2.6307 0.5049  0.356

Entry 2:
C40H62N8SbSeSi3W | ωB97M-V with the def2-TZVPD basis set

For the energy above the lowest of the compared OMol25 structures with the same formula, charge and spin, the calculation gives 0.0 kJ/mol. The gap between HOMO and LUMO (spin up / spin down) comes out at 6.464 / 6.446 eV. The value obtained for the energy is -151745.652 eV. As for the HOMO energy (spin up / spin down): -10.1 / -10.1 eV. Its net charge is +1. The max |F| comes out at 0.4 eV/A.

Each line ends with the Mulliken charge.
Cartesian coordinates (Å):
W1 0.8667 -0.5289 -0.0035  -0.419
Sb1 -1.4295 -1.5086 -1.0061  -1.328
Se1 2.4069 1.0516 -1.3810  -0.179
Si1 -4.3587 0.1194 -0.5829  1.005
Si2 -2.5566 0.4521 -3.2378  0.899
Si3 -0.2169 -3.2837 1.5856  2.044
N1 2.2044 -1.9183 -0.7552  0.365
N2 -0.5876 1.2820 -0.0311  1.335
N3 3.7857 -3.4581 -1.4989  0.203
N4 1.9497 -0.8147 6.0980  -0.620
N5 1.4464 0.0896 1.7898  0.097
N6 0.2449 3.1341 4.5389  -0.642
N7 4.1753 -2.3348 0.4727  0.398
N8 -0.9880 -1.6191 3.3404  -0.287
C1 -1.7618 1.4353 -0.7148  -1.289
C2 -4.4753 -0.9408 0.9698  -0.327
C3 -1.7066 3.8245 -0.2606  -2.028
C4 4.2148 -1.0798 1.2088  -0.644
C5 4.9366 -3.4193 1.0859  -1.311
C6 1.7270 3.8481 -1.8163  0.646
C7 2.3700 2.9399 -0.9668  0.327
C8 3.3860 -2.5399 -0.5889  0.003
C9 3.8713 2.4853 1.0419  -1.248
C10 -3.1179 -1.1243 -4.0929  -1.337
C11 -1.3148 -1.2253 4.5679  -1.030
C12 -2.5600 0.2856 -1.3022  2.050
C13 0.3126 -4.3105 0.0612  -1.404
C14 1.3020 0.8097 4.2112  -0.033
C15 3.0708 3.3979 0.1549  1.044
C16 1.3831 0.3792 2.9286  1.653
C17 5.2053 -3.6523 -1.7966  -1.323
C18 -1.7586 -4.1553 2.2183  -1.492
C19 2.3988 7.1460 -0.0402  -1.649
C20 -5.5082 -0.6847 -1.8256  -1.377
C21 -0.5760 3.6365 0.5104  -1.309
C22 -0.7070 -1.4571 1.0369  1.427
C23 -3.6188 1.8804 -3.8182  -1.260
C24 1.3213 -3.4240 2.6480  -0.878
C25 -2.0155 0.3176 2.4427  0.167
C26 -2.7671 -3.1580 -1.1502  -1.125
C27 -1.3020 -0.8707 2.2774  -0.912
C28 1.7553 5.1990 -1.4973  -0.978
C29 -1.9926 -0.0453 4.8136  -0.750
C30 3.0518 4.7598 0.4465  -1.312
C31 0.7378 2.0988 4.4273  -0.151
C32 -5.1284 1.7680 -0.1410  -1.405
C33 1.6557 -0.0675 5.2727  -0.136
C34 -0.0790 2.3565 0.5936  -0.018
C35 2.8873 -3.9655 -2.5282  -1.221
C36 -0.7882 0.6728 -3.8231  -0.655
C37 -2.2919 2.7192 -0.8544  -0.840
C38 2.3976 5.6772 -0.3614  0.630
C39 0.9658 3.4103 -3.0317  -1.011
C40 -2.3528 0.7284 3.7208  -1.288
H1 -3.7773 1.7723 -4.8942  0.522
H2 -0.7042 1.5355 -4.4870  0.397
H3 1.2555 5.8999 -2.1581  0.419
H4 4.7208 -3.4153 2.1551  0.414
H5 -0.4818 -0.2074 -4.3936  0.529
H6 -2.3230 0.9158 1.6018  1.141
H7 5.3495 -3.5372 -2.8710  0.444
H8 -5.3635 -1.5722 0.8781  0.566
H9 0.8128 2.1910 1.1737  -0.228
H10 -4.1279 -1.4642 -3.8819  0.382
H11 -0.0706 4.4384 1.0286  0.750
H12 1.3813 7.5334 0.0309  0.345
H13 3.2540 1.6927 1.4643  0.048
H14 -0.0411 -3.9987 -0.9236  0.060
H15 1.6710 -4.4605 2.6424  0.420
H16 4.3163 3.0457 1.8625  0.470
H17 -3.2355 -3.1206 -2.1299  0.588
H18 1.5102 2.6612 -3.6061  0.382
H19 -6.5006 -0.6599 -1.3660  0.443
H20 3.7058 -1.1705 2.1694  0.404
H21 5.2611 -0.8295 1.3927  0.568
H22 -3.6243 -1.5905 1.1693  -0.519
H23 -2.1428 4.8064 -0.3922  0.462
H24 3.2944 -4.9034 -2.8997  0.411
H25 -2.4227 -1.9513 -3.9255  0.324
H26 -4.6015 1.9184 -3.3455  0.340
H27 1.1711 -3.1066 3.6773  0.415
H28 5.8042 -2.9002 -1.2931  0.449
H29 3.7664 -0.2860 0.6213  -0.327
H30 2.9033 7.3444 0.9039  0.369
H31 -2.2287 0.2558 5.8241  0.496
H32 -4.5615 2.3204 0.6098  0.398
H33 -5.3024 2.4233 -0.9959  0.314
H34 2.8040 -3.2720 -3.3716  0.386
H35 -3.0640 -0.9036 -5.1637  0.457
H36 -2.0264 -5.0063 1.5893  0.451
H37 -0.0654 0.8069 -3.0184  -0.318
H38 -2.8854 1.6602 3.8622  0.513
H39 -2.1971 -4.0767 -1.0464  0.497
H40 -4.6071 -0.3183 1.8551  0.355
H41 6.0114 -3.2896 0.9498  0.361
H42 -3.1245 2.8405 -3.6639  0.360
H43 1.8226 -2.1960 -1.6539  0.049
H44 -2.6127 -3.4796 2.2717  0.248
H45 -3.2010 2.8391 -1.4201  0.771
H46 -3.5162 -3.0938 -0.3669  0.274
H47 5.5462 -4.6455 -1.5030  0.362
H48 -0.0482 -5.3308 0.2185  0.586
H49 0.0133 2.9648 -2.7357  -0.192
H50 -1.5875 -4.5244 3.2313  0.437
H51 -5.5816 -0.1626 -2.7791  0.375
H52 1.4017 -4.3646 0.0165  0.407
H53 2.1181 -2.8104 2.2154  -0.252
H54 -5.2767 -1.7324 -2.0196  0.370
H55 -1.0084 -1.8765 5.3787  0.515
H56 2.9078 7.7120 -0.8219  0.375
H57 4.6308 -4.3781 0.6775  0.391
H58 4.6748 2.0076 0.4766  0.360
H59 1.9032 -4.1767 -2.1172  0.323
H60 3.5828 5.1096 1.3246  0.310
H61 -6.1053 1.5371 0.2936  0.499
H62 0.7517 4.2607 -3.6781  0.463